--- a ---
# C2H6S2

One molecule with the formula C2H6S2 (wB97M-V/def2-TZVPD, OMol25).

Each atom is followed by the atoms it is bonded to, with distances in Å.
Atoms and positions in Å:
1 S 0.223 0.655 1.456  S2 2.071, C3 1.829
2 S 1.299 -0.878 0.574  S1 2.071, C4 1.849
3 C -1.470 0.178 0.954  S1 1.829, H5 1.077, H6 1.108, H7 1.066
4 C 1.326 -0.186 -1.140  S2 1.849, H8 1.106, H9 1.088, H10 1.091
5 H -1.462 -0.071 -0.094  C3 1.077
6 H -2.182 1.018 1.067  C3 1.108
7 H -1.745 -0.632 1.590  C3 1.066
8 H 1.882 0.769 -1.124  C4 1.106
9 H 1.824 -0.874 -1.820  C4 1.088
10 H 0.305 0.020 -1.462  C4 1.091

Its SMILES is CSSC.

---

--- b ---
# C2H6S2

One molecule with the formula C2H6S2 (wB97M-V/def2-TZVPD, OMol25).

Each atom is followed by the atoms it is bonded to, with distances in Å.
Atoms and positions in Å:
1 C -0.505 -0.303 0.281  C2 1.582, H4 1.138, H5 1.238, S9 1.843
2 C 0.740 0.613 -0.059  C1 1.582, H6 1.167, H7 1.108, S10 1.671
3 H -2.429 -0.473 -1.405  S9 1.511
4 H -0.283 -1.210 -0.369  C1 1.138
5 H -0.600 -0.694 1.452  C1 1.238
6 H 0.522 1.680 0.360  C2 1.167
7 H 0.448 0.938 -1.077  C2 1.108
8 H 2.474 0.531 1.268  S10 1.583
9 S -2.297 0.033 0.013  C1 1.843, H3 1.511
10 S 2.200 -0.197 -0.111  C2 1.671, H8 1.583

Its SMILES is SCCS.

---

a takes first place; second place is 58.1 kcal/mol up.

---

--- a ---
# C3H4F2

A 2-piece molecular cluster, C3H4F2 overall (wB97M-V/def2-TZVPD, OMol25).

Each atom is followed by the atoms it is bonded to, with distances in Å.
Atoms and positions in Å:
1 C -1.322 -0.871 -0.820  C2 1.309, H6 1.084, H7 1.116
2 C -0.150 -0.312 -0.987  C1 1.309, F4 1.299
3 C 1.913 0.262 0.672  F5 1.318, H8 1.132, H9 1.038
4 F 0.330 0.321 -2.014  C2 1.299
5 F 1.413 -0.342 1.732  C3 1.318
6 H -1.990 -1.153 -1.626  C1 1.084
7 H -1.711 -1.467 0.039  C1 1.116
8 H 2.424 -0.430 -0.064  C3 1.132
9 H 2.014 1.288 0.553  C3 1.038

---

--- b ---
# C3H4F2

One molecule with the formula C3H4F2 (wB97M-V/def2-TZVPD, OMol25).

Each atom is followed by the atoms it is bonded to, with distances in Å.
Atoms and positions in Å:
1 C -0.513 0.744 -0.103  C2 1.659, C3 1.463, H4 1.157, F8 1.408
2 C -0.275 -0.842 -0.527  C1 1.659, C3 1.552, H5 1.013, H6 1.181
3 C 0.558 -0.043 0.509  C1 1.463, C2 1.552, H7 1.115, F9 1.288
4 H -1.393 0.948 0.619  C1 1.157
5 H 0.231 -1.129 -1.357  C2 1.013
6 H -0.860 -1.586 0.179  C2 1.181
7 H 0.757 -0.315 1.572  C3 1.115
8 F -0.185 1.756 -1.025  C1 1.408
9 F 1.679 0.468 0.132  C3 1.288

Its SMILES is F[C@@H]1C[C@@H]1F.

---

--- c ---
# C3H4F2

One molecule with the formula C3H4F2 (wB97M-V/def2-TZVPD, OMol25).

Each atom is followed by the atoms it is bonded to, with distances in Å.
Atoms and positions in Å:
1 C 1.844 -0.738 0.120  C2 1.462, H4 1.172, H5 1.123, H6 1.062
2 C 0.909 0.309 -0.288  C1 1.462, C3 1.375, H7 1.003
3 C -0.444 0.221 -0.055  C2 1.375, F8 1.321, F9 1.348
4 H 2.706 -0.433 0.852  C1 1.172
5 H 1.483 -1.699 0.576  C1 1.123
6 H 2.382 -1.087 -0.725  C1 1.062
7 H 1.095 1.071 -0.913  C2 1.003
8 F -1.065 -0.844 0.422  C3 1.321
9 F -1.325 1.222 -0.250  C3 1.348

Its SMILES is CC=C(F)F.

---

c takes first place; second place is 36.0 kcal/mol up.